# 1
Molecular formula: C42H44P2Re
Method: DFT, wB97M-V/def2-TZVPD

Structure (XYZ):
```
89
Properties=species:S:1:pos:R:3:forces:R:3
Re -0.083 0.014 1.353 -0.8 -0.7 0.9
C -2.024 0.192 2.891 -2.2 0.5 -1.4
C -2.422 0.324 1.536 -0.5 0.1 1.9
C -2.883 1.664 0.995 0.1 0.3 0.0
C -1.713 2.569 0.586 0.1 0.3 0.0
C -0.342 2.036 0.994 -0.2 0.9 0.1
C 0.090 1.898 2.356 -0.1 0.8 -0.1
C -0.804 2.362 3.499 0.1 -0.1 0.3
C -1.934 1.372 3.838 0.3 -0.1 0.6
C 1.683 -0.351 0.389 1.3 0.1 -0.8
H -2.225 -0.757 3.393 0.7 -0.1 -0.4
H -2.877 -0.528 1.028 0.4 -0.2 0.3
H -3.469 2.200 1.765 0.1 -0.5 -0.3
H -3.547 1.513 0.130 0.2 -0.1 0.4
H -1.704 2.695 -0.503 0.0 0.1 0.3
H -1.869 3.575 1.012 0.2 -0.3 -0.2
H 0.413 2.361 0.292 0.2 -0.1 0.2
H 1.140 2.093 2.556 0.1 -0.1 -0.2
H -1.221 3.362 3.275 0.3 -0.4 -0.1
H -0.181 2.478 4.392 -0.2 0.1 -0.3
H -1.768 0.968 4.853 0.0 0.2 -0.5
H -2.875 1.942 3.903 0.0 -0.5 -0.3
H 2.118 -1.210 0.908 0.2 -0.2 -0.2
H 2.367 0.504 0.536 -0.1 -0.5 0.1
H 1.661 -0.614 -0.702 0.3 0.0 1.2
P -0.750 -1.614 -1.469 0.3 -2.0 -0.9
P 1.021 0.978 -1.988 1.3 1.9 -3.0
C -1.539 -0.056 -1.847 0.1 1.8 -0.4
C -0.774 1.060 -2.114 -1.3 -1.7 -0.1
C -0.769 -2.550 -3.124 0.2 -0.1 -0.3
C -1.557 -2.200 -4.236 0.2 0.2 0.0
C -1.436 -2.885 -5.459 0.2 -0.3 -0.1
C -0.532 -3.951 -5.598 0.0 0.3 0.7
C 0.207 -4.354 -4.467 -0.2 0.1 -0.3
C 0.069 -3.686 -3.246 0.1 0.5 0.1
C -1.795 -2.790 -0.517 -0.5 0.3 0.1
C -1.528 -2.909 0.854 -0.1 -0.1 -0.3
C -2.109 -3.923 1.616 0.1 0.1 0.2
C -2.918 -4.887 0.999 0.1 0.3 -0.3
C -3.218 -4.755 -0.369 0.0 0.1 0.3
C -2.710 -3.680 -1.110 0.2 -0.2 -0.1
C 1.869 1.032 -3.656 -0.5 -1.3 0.1
C 1.953 -0.169 -4.398 0.1 0.1 -0.2
C 2.617 -0.197 -5.629 -0.2 0.0 0.0
C 3.213 0.962 -6.144 -0.2 0.1 0.4
C 3.156 2.150 -5.400 -0.3 -0.4 0.0
C 2.485 2.181 -4.177 0.3 0.5 0.2
C 1.715 2.546 -1.395 0.2 0.0 0.6
C 2.978 2.462 -0.764 -0.6 0.1 -0.2
C 3.510 3.573 -0.130 0.1 0.2 -0.1
C 2.801 4.775 -0.123 -0.2 -0.2 0.0
C 1.570 4.870 -0.775 0.0 0.2 -0.2
C 1.050 3.783 -1.479 0.0 -0.3 0.5
H -2.630 -0.039 -1.899 0.2 0.4 -0.2
H -1.199 1.970 -2.564 0.1 -0.3 0.4
H -2.263 -1.366 -4.184 0.3 -0.2 0.0
H -2.035 -2.586 -6.331 0.2 -0.1 0.6
H -0.409 -4.468 -6.561 -0.1 0.3 0.6
H 0.905 -5.193 -4.561 -0.3 0.3 0.2
H 0.635 -4.026 -2.373 -0.1 0.1 -0.3
H -0.818 -2.177 1.303 -0.4 -0.8 0.0
H -1.917 -3.965 2.690 0.0 -0.1 -0.3
H -3.309 -5.737 1.578 0.2 0.5 -0.3
H -3.847 -5.509 -0.854 0.2 0.4 0.2
H -2.979 -3.575 -2.175 0.3 -0.1 0.7
H 1.489 -1.080 -4.017 0.1 0.2 -0.1
H 2.660 -1.124 -6.211 0.0 0.3 0.3
H 3.714 0.951 -7.117 -0.2 -0.1 0.4
H 3.623 3.058 -5.783 -0.2 -0.2 0.1
H 2.446 3.128 -3.632 0.0 -0.4 -0.2
H 3.526 1.527 -0.769 0.0 0.1 0.0
H 4.474 3.499 0.371 -0.2 0.1 -0.2
H 3.217 5.639 0.390 -0.2 -0.1 0.0
H 1.004 5.801 -0.722 0.3 -0.2 -0.2
H 0.124 3.886 -2.050 0.2 0.0 0.3
C 0.884 -0.795 3.051 0.0 0.5 1.1
C 0.628 -0.490 4.524 0.3 -0.4 -0.6
C -0.063 -1.447 5.279 0.0 0.6 0.1
C -0.159 -1.299 6.659 0.1 0.2 0.1
C 0.442 -0.205 7.302 -0.2 -0.2 -0.2
C 1.176 0.720 6.556 0.0 -0.1 -0.3
C 1.270 0.581 5.165 -0.1 -0.2 0.2
H 0.666 -1.869 2.874 0.1 0.2 -0.1
H 1.964 -0.664 2.919 -0.1 0.0 -0.3
H -0.524 -2.291 4.765 0.1 0.1 0.2
H -0.673 -2.061 7.239 0.0 0.2 0.0
H 0.316 -0.065 8.378 0.2 -0.2 -0.4
H 1.711 1.530 7.053 -0.3 -0.2 -0.1
H 1.848 1.311 4.582 -0.1 -0.4 0.3
```
Positions in Å, forces in eV/Å.

Output
total charge = +2
HOMO energy (alpha / beta) = -13.41 / -13.36 eV
2S+1 = 4

# 2
Molecular formula: C3H10N4
Method: DFT, wB97M-V/def2-TZVPD

Structure (XYZ):
```
17
Properties=species:S:1:pos:R:3:forces:R:3
C -1.617 0.767 0.968 0.3 -0.9 1.3
C 2.713 -0.655 -0.140 -0.4 -2.9 1.0
C -0.774 -0.702 -0.806 -2.0 -1.7 -0.8
N 2.621 -1.785 0.153 1.0 -0.1 -0.2
N -0.831 -0.174 0.531 1.8 -0.5 0.7
N -2.420 1.509 0.288 -2.1 3.1 3.8
N 2.496 0.569 -0.296 -0.4 1.7 -1.3
H -1.615 0.832 2.049 0.1 0.6 0.0
H -0.936 -0.003 -1.581 0.0 1.7 -0.5
H 0.150 -1.210 -1.140 -0.7 -0.2 1.0
H -1.735 -1.309 -0.917 1.7 -0.1 -0.1
H -0.269 -0.643 1.266 -0.8 0.3 -0.8
H 3.136 -2.681 0.149 -0.3 0.6 -0.2
H -3.075 2.195 0.858 1.9 -1.9 -1.6
H -2.754 1.312 -0.587 -0.6 -0.5 -2.8
H 1.933 0.779 -1.183 1.4 0.6 1.7
H 2.977 1.198 0.388 -0.7 0.1 -1.2
```
Positions in Å, forces in eV/Å.

Output
total charge = +2
HOMO energy = -18.72 eV

Number 1: DFT total energy -2387.02376 Ha. Number 2: DFT total energy -338.65694 Ha.